(1)
{"formula": "C15H31BrFN4O7S", "method": "ωB97M-V/def2-TZVPD", "elements": ["C", "C", "C", "F", "N", "Br", "C", "C", "O", "O", "S", "C", "O", "O", "H", "H", "H", "H", "H", "H", "H", "H", "H", "H", "C", "O", "N", "C", "C", "H", "H", "H", "H", "H", "H", "H", "C", "O", "N", "C", "C", "H", "H", "H", "H", "H", "H", "H", "C", "O", "N", "C", "C", "H", "H", "H", "H", "H", "H", "H"], "positions_angstrom": [[-2.07524, 3.01679, -1.06411], [-1.13817, 1.89589, -1.54646], [0.24883, 1.88942, -0.91466], [1.10566, 1.31282, -1.83128], [0.19234, 1.02668, 0.28695], [1.54818, -0.24691, 0.41609], [-0.01130, 1.72246, 1.53193], [-0.77259, 0.87064, 2.63916], [-1.02481, 1.54085, 3.65215], [-1.04582, -0.29049, 2.33401], [1.50222, 2.47378, 2.24175], [0.88900, 3.74559, 3.29855], [2.23029, 3.10441, 1.15262], [2.23611, 1.54057, 3.07240], [-1.79594, 3.42725, -0.09325], [-2.06038, 3.85094, -1.76955], [-3.10413, 2.66242, -1.03056], [-1.59934, 0.92715, -1.36726], [-0.96602, 2.04362, -2.61363], [0.66154, 2.88107, -0.71324], [-0.65063, 2.58435, 1.33586], [1.76339, 4.32137, 3.60667], [0.41113, 3.25304, 4.14014], [0.16092, 4.35914, 2.77257], [-3.03562, 0.03871, -3.58932], [-3.30427, 1.20741, -3.37127], [-3.94894, -0.92618, -3.80905], [-3.56111, -2.30642, -3.99789], [-5.35077, -0.56070, -3.82632], [-2.00184, -0.33917, -3.58038], [-3.88688, -2.67203, -4.97659], [-3.99524, -2.93940, -3.22203], [-2.47950, -2.38660, -3.92568], [-5.55056, 0.17021, -4.61174], [-5.64380, -0.11424, -2.87499], [-5.94578, -1.45431, -4.00371], [4.75898, -0.83773, 1.74477], [4.80472, -1.95816, 1.26466], [5.84980, -0.09595, 2.03255], [5.72142, 1.23379, 2.59426], [7.16002, -0.64898, 1.76391], [3.82047, -0.31896, 1.98594], [6.17017, 1.97941, 1.93309], [6.21305, 1.29163, 3.56932], [4.66547, 1.47016, 2.71773], [7.27063, -0.88618, 0.70440], [7.31434, -1.57188, 2.32588], [7.91596, 0.07937, 2.05133], [-1.56527, -2.18950, -0.66724], [-1.95986, -2.09678, -1.82696], [-1.62708, -3.32103, 0.05567], [-1.15622, -3.35109, 1.43094], [-2.17299, -4.51359, -0.55351], [-1.12435, -1.35992, -0.10160], [-0.34302, -4.07323, 1.54236], [-1.96840, -3.62938, 2.10665], [-0.80331, -2.35992, 1.71383], [-1.59577, -4.79854, -1.43544], [-3.20461, -4.35001, -0.87270], [-2.14507, -5.32362, 0.17230]], "atomic_forces_ev_per_a": [[0.09, 0.08, -0.24], [0.14, 0.66, 0.04], [-0.29, -0.40, -0.20], [0.09, -0.04, -0.11], [0.35, 0.38, 0.28], [0.12, -0.28, -0.15], [-0.20, -0.45, 0.09], [0.14, 0.25, -0.20], [-0.02, 0.11, 0.22], [-0.10, -0.26, -0.03], [0.21, -0.11, -0.09], [-0.05, 0.05, 0.34], [-0.11, 0.01, 0.04], [-0.08, 0.15, -0.07], [-0.12, -0.11, 0.07], [0.03, 0.00, 0.05], [0.05, 0.01, 0.11], [0.17, -0.05, -0.16], [-0.17, -0.25, 0.01], [-0.09, -0.01, 0.21], [0.03, 0.00, -0.03], [-0.04, 0.02, -0.11], [-0.04, -0.01, -0.02], [0.11, 0.04, -0.07], [0.28, -0.10, 0.27], [-0.36, 0.07, -0.27], [-0.05, 0.04, -0.21], [-0.08, -0.04, -0.30], [0.09, 0.00, 0.07], [-0.07, 0.03, -0.06], [-0.07, 0.04, -0.04], [0.07, 0.01, 0.00], [-0.17, -0.03, -0.02], [-0.02, 0.01, 0.00], [-0.02, 0.00, 0.01], [0.00, -0.01, 0.00], [-0.09, 0.00, 0.00], [0.06, 0.02, 0.01], [0.01, 0.06, 0.05], [0.04, -0.04, -0.04], [-0.05, 0.00, -0.01], [-0.02, -0.04, 0.03], [-0.01, 0.01, 0.00], [-0.01, 0.01, 0.01], [0.00, 0.01, 0.01], [0.01, 0.00, 0.00], [0.01, 0.00, 0.00], [0.01, 0.00, 0.00], [0.06, 0.05, 0.12], [0.22, -0.12, 0.48], [0.03, 0.07, -0.01], [0.03, -0.05, -0.03], [0.00, 0.05, -0.02], [-0.04, 0.19, -0.04], [0.00, 0.00, -0.01], [0.00, 0.01, 0.00], [-0.04, 0.00, 0.03], [0.00, -0.02, 0.00], [-0.01, -0.02, 0.01], [0.00, -0.01, 0.00]], "nbo_charge": [-0.608, -0.429, 0.351, -0.363, -0.527, 0.214, -0.422, 0.784, -0.768, -0.745, 2.147, -0.884, -0.985, -0.965, 0.187, 0.201, 0.227, 0.228, 0.224, 0.166, 0.234, 0.232, 0.290, 0.231, 0.539, -0.657, -0.433, -0.392, -0.410, 0.138, 0.168, 0.195, 0.243, 0.202, 0.211, 0.194, 0.520, -0.648, -0.433, -0.410, -0.412, 0.148, 0.185, 0.179, 0.253, 0.208, 0.205, 0.193, 0.534, -0.707, -0.421, -0.420, -0.410, 0.169, 0.181, 0.184, 0.282, 0.203, 0.199, 0.198], "gap_ev": 8.0, "multiplicity": 1, "lumo_ev": 2.7, "total_charge": -1, "e_homo_ev": -5.3}

=====

(2)
{"formula": "C2H6N2O3S", "method": "ωB97M-V/def2-TZVPD", "elements": ["C", "C", "N", "N", "O", "O", "O", "S", "H", "H", "H", "H", "H", "H"], "positions_angstrom": [[0.19536, 0.31603, 0.57268], [-1.98350, -0.73715, -0.18919], [-0.76844, -0.61044, 0.57912], [0.18241, 1.44502, 0.04242], [1.80784, -0.81084, -1.09314], [2.68455, 1.31980, -0.18790], [1.39036, -0.15653, 1.30655], [2.48888, -0.26038, 0.07457], [-1.89792, -1.50863, -1.02991], [-2.79487, -1.15399, 0.43687], [-2.12063, 0.33231, -0.51244], [-0.28315, -1.55749, 0.74675], [-0.72098, 1.66477, -0.55461], [1.82009, 1.71752, -0.19178]], "atomic_forces_ev_per_a": [[-0.50, -0.79, 0.95], [0.16, 0.51, -0.83], [1.93, -4.82, 1.45], [-2.17, 2.26, -1.56], [0.06, 0.01, 0.71], [2.49, -1.74, 0.25], [-2.50, 1.02, -1.97], [1.64, 0.48, -0.89], [0.23, 1.51, 0.71], [0.29, 0.81, -0.11], [-0.95, -1.42, -0.25], [-1.29, 1.99, -0.03], [2.49, -0.77, 1.72], [-1.89, 0.97, -0.15]], "nbo_charge": [0.708, -0.406, -0.617, -0.796, -0.946, -0.898, -0.694, 1.730, 0.212, 0.214, 0.199, 0.406, 0.377, 0.510], "gap_ev": 10.6, "multiplicity": 1, "lumo_ev": 0.7, "e_homo_ev": -9.9}

=====

(3)
{"formula": "C13H32N8O20", "method": "ωB97M-V/def2-TZVPD", "elements": ["O", "C", "O", "C", "C", "C", "C", "O", "O", "H", "H", "H", "H", "H", "H", "H", "H", "C", "N", "O", "O", "H", "H", "H", "C", "N", "O", "O", "H", "H", "H", "C", "N", "O", "O", "H", "H", "H", "C", "N", "O", "O", "H", "H", "H", "C", "N", "O", "O", "H", "H", "H", "C", "N", "O", "O", "H", "H", "H", "C", "N", "O", "O", "H", "H", "H", "C", "N", "O", "O", "H", "H", "H"], "positions_angstrom": [[-0.92113, 3.40117, 2.04890], [-0.43296, 2.29029, 2.17802], [-0.62112, 1.48723, 3.24260], [0.49083, 0.56655, 3.31256], [1.22985, 0.77258, 1.96348], [2.67307, 1.25183, 1.98344], [2.96281, 2.62710, 2.62930], [2.01525, 3.02732, 3.62334], [0.35188, 1.67891, 1.25646], [0.10698, -0.45482, 3.43083], [1.08322, 0.84148, 4.18766], [1.22609, -0.18479, 1.42149], [2.99966, 1.30769, 0.93443], [3.26782, 0.44251, 2.43531], [3.94176, 2.59026, 3.12672], [3.03469, 3.40709, 1.85864], [1.34825, 3.58952, 3.21116], [-2.45445, 0.11954, 0.74865], [-3.29771, -0.92388, 0.10943], [-3.55286, -1.92061, 0.74612], [-3.67260, -0.69929, -1.02301], [-2.18519, -0.21770, 1.74251], [-1.58010, 0.25494, 0.11923], [-3.04284, 1.03323, 0.77962], [1.47660, -0.45762, -2.51965], [2.34561, -1.12423, -1.51186], [3.03301, -0.42970, -0.79360], [2.32406, -2.33669, -1.49034], [1.62202, 0.61409, -2.45304], [1.76743, -0.84758, -3.48906], [0.44623, -0.73451, -2.31623], [1.86657, -4.87307, -3.54082], [1.81694, -4.31979, -4.92159], [1.99744, -5.06821, -5.84976], [1.59785, -3.12346, -5.02987], [2.07059, -5.93479, -3.60899], [2.65231, -4.34136, -3.01232], [0.90422, -4.67398, -3.07931], [-4.14592, 3.70690, 1.83875], [-5.08326, 3.01172, 0.91724], [-6.05926, 3.60347, 0.52487], [-4.79149, 1.86748, 0.61168], [-4.51648, 4.70755, 2.02381], [-4.10774, 3.13008, 2.75738], [-3.17308, 3.71761, 1.35634], [4.37992, -1.63468, -4.69903], [5.15740, -2.27463, -3.60772], [5.81710, -1.57401, -2.87689], [5.03974, -3.48069, -3.50111], [4.54434, -0.56387, -4.65906], [4.71423, -2.05063, -5.64459], [3.34171, -1.89801, -4.52852], [-6.76742, 0.35031, -1.55528], [-7.79604, 0.39516, -2.63044], [-8.27077, 1.47151, -2.92203], [-8.09026, -0.66009, -3.15142], [-6.61138, 1.35682, -1.18475], [-7.14550, -0.31035, -0.78096], [-5.86378, -0.06370, -1.98924], [-1.53496, 5.14630, 4.81629], [-2.91456, 5.62699, 5.10149], [-3.82856, 4.88027, 4.81418], [-3.03295, 6.72765, 5.58933], [-1.61219, 4.16765, 4.35864], [-1.07158, 5.86206, 4.14407], [-1.00120, 5.11090, 5.76135], [5.28050, -5.19941, -0.71095], [4.16853, -6.02478, -0.16660], [3.43291, -5.52153, 0.65520], [4.06299, -7.15368, -0.59805], [5.23640, -4.22059, -0.24889], [6.20892, -5.71365, -0.48164], [5.14156, -5.13336, -1.78391]], "atomic_forces_ev_per_a": [[0.65, -1.90, 0.11], [-0.70, 0.94, -0.28], [0.39, 0.48, -0.18], [0.06, -0.14, 0.10], [-0.06, -0.95, 0.03], [0.04, 0.27, -0.19], [0.16, 0.08, 0.02], [-0.11, -0.11, -0.16], [0.21, 0.71, 0.58], [-0.02, 0.35, -0.11], [-0.01, -0.06, -0.25], [-0.09, 0.37, -0.02], [-0.04, -0.13, 0.30], [-0.20, 0.27, 0.03], [-0.27, 0.00, -0.13], [-0.08, -0.24, 0.11], [0.17, 0.06, 0.06], [0.24, -0.03, 0.06], [0.07, 0.14, 0.05], [-0.06, -0.11, 0.07], [0.01, -0.01, -0.11], [-0.02, -0.08, 0.01], [0.01, -0.01, -0.04], [0.14, -0.18, -0.03], [-0.05, 0.17, -0.06], [0.03, -0.01, -0.11], [-0.06, 0.07, 0.07], [0.01, -0.08, 0.01], [0.04, -0.02, 0.06], [-0.10, -0.04, -0.04], [0.02, -0.09, 0.04], [0.01, -0.12, 0.02], [0.03, -0.06, 0.06], [0.02, -0.04, -0.05], [-0.05, 0.10, 0.06], [-0.01, 0.00, -0.03], [-0.04, 0.03, 0.00], [0.01, 0.05, 0.02], [-0.06, 0.13, 0.00], [-0.01, 0.26, 0.11], [0.00, -0.08, -0.03], [-0.34, 0.04, -0.08], [-0.06, -0.02, -0.02], [0.04, -0.02, 0.00], [0.02, -0.02, 0.05], [0.07, 0.26, -0.04], [-0.16, 0.03, 0.06], [0.09, 0.04, 0.01], [0.04, -0.14, -0.06], [0.06, -0.01, 0.04], [-0.01, -0.10, 0.03], [0.00, -0.07, -0.12], [-0.02, 0.18, 0.02], [0.06, -0.04, 0.04], [-0.04, 0.11, -0.03], [-0.04, -0.09, -0.04], [-0.04, -0.06, -0.02], [0.03, -0.04, -0.01], [0.01, -0.06, 0.02], [0.04, -0.14, 0.01], [0.15, -0.02, -0.09], [-0.18, 0.00, 0.00], [-0.02, 0.00, 0.03], [0.03, 0.02, -0.01], [-0.01, 0.05, 0.04], [0.01, 0.07, 0.01], [0.02, 0.10, 0.09], [-0.01, 0.03, -0.05], [-0.03, 0.04, 0.07], [0.00, -0.08, -0.04], [-0.02, 0.00, 0.00], [-0.01, -0.04, -0.03], [0.04, -0.03, -0.02]], "lowdin_charge": [0.110, -0.570, 0.050, -0.052, -0.245, -0.106, -0.203, -0.063, 0.071, 0.136, 0.131, 0.146, 0.105, 0.134, 0.121, 0.124, 0.076, 0.040, -0.435, 0.081, 0.054, 0.096, 0.096, 0.063, 0.066, -0.430, 0.063, 0.061, 0.101, 0.073, 0.105, 0.052, -0.430, 0.095, 0.019, 0.101, 0.061, 0.107, 0.050, -0.417, 0.105, 0.023, 0.098, 0.101, 0.083, 0.054, -0.433, 0.086, 0.041, 0.102, 0.111, 0.048, 0.038, -0.456, 0.064, 0.056, 0.068, 0.106, 0.082, 0.047, -0.445, 0.053, 0.076, 0.071, 0.104, 0.104, 0.044, -0.457, 0.061, 0.057, 0.096, 0.102, 0.070], "smiles": "O=C1OC[C@H](CCO)O1.C[N+](=O)[O-].C[N+](=O)[O-].C[N+](=O)[O-].C[N+](=O)[O-].C[N+](=O)[O-].C[N+](=O)[O-].C[N+](=O)[O-].C[N+](=O)[O-]", "gap_ev": 9.9, "multiplicity": 1, "lumo_ev": -0.7, "e_homo_ev": -10.6}